A cluster of 5 separate species, C20H25F15O10 in total at a distorted geometry. Source: the OMol25 dataset; level of theory: wB97M-V/def2-TZVPD.

Calculated values
E_HOMO (spin up / spin down) in eV: -0.3 / -5.6
Expectation value of S²: 0.753
2S+1: 2
HOMO-LUMO gap (spin up / spin down) in eV: 2.497 / 7.775
Energy relative to the best compared isomer or geometry (same formula, charge and spin) in kJ/mol: 7.07
Charge: -1

Atoms and positions in Å:
C 1.161 1.390 0.128
C 0.468 0.021 0.162
O 0.941 -0.736 1.255
C 0.600 -2.059 1.467
O -0.077 -2.695 0.679
C 1.384 -2.786 2.552
F 2.469 -3.337 1.983
F 1.805 -1.945 3.448
F 0.597 -3.740 3.112
H 0.587 2.006 -0.564
H 2.169 1.117 -0.183
H 0.983 1.746 1.143
H 0.732 -0.536 -0.737
H -0.614 0.146 0.209
C -2.725 1.941 -7.206
C -1.868 0.687 -6.870
O -1.163 1.017 -5.637
C -0.285 0.041 -5.156
O -0.264 -1.159 -5.544
C 0.646 0.468 -3.959
F 1.893 0.330 -4.425
F 0.459 1.750 -3.659
F 0.468 -0.312 -2.892
H -2.057 2.798 -7.283
H -3.378 2.124 -6.352
H -3.301 1.913 -8.131
H -1.159 0.403 -7.648
H -2.580 -0.123 -6.711
C 4.323 -0.040 3.298
C 5.215 1.227 2.819
O 4.960 2.342 3.691
C 5.574 2.456 4.919
O 6.292 1.571 5.400
C 5.198 3.724 5.726
F 4.504 3.257 6.733
F 6.250 4.419 6.131
F 4.389 4.517 5.008
H 4.650 -0.858 2.656
H 3.281 0.254 3.177
H 4.458 -0.334 4.339
H 4.932 1.461 1.793
H 6.249 0.889 2.882
C -0.601 -5.411 -0.971
C -1.870 -4.589 -0.681
O -2.990 -5.480 -0.804
C -3.469 -5.765 -2.068
O -2.892 -5.578 -3.167
C -4.938 -6.401 -2.042
F -5.671 -5.487 -2.620
F -4.988 -7.517 -2.796
F -5.297 -6.696 -0.815
H 0.283 -4.774 -0.985
H -0.609 -5.866 -1.962
H -0.349 -6.207 -0.271
H -1.917 -3.711 -1.325
H -1.817 -4.190 0.332
C -3.525 2.581 3.232
C -2.789 2.432 1.935
O -1.718 3.335 1.914
C -1.811 4.506 1.255
O -2.742 4.843 0.474
C -0.596 5.426 1.456
F 0.219 5.031 2.455
F 0.036 5.402 0.309
F -0.994 6.703 1.648
H -4.015 3.543 3.382
H -2.900 2.431 4.112
H -4.434 1.982 3.275
H -3.545 2.593 1.167
H -2.226 1.508 1.805